1.
{"formula": "C5H7N2O2", "method": "ωB97M-V/def2-TZVPD", "species": ["C", "C", "C", "C", "C", "N", "N", "O", "O", "H", "H", "H", "H", "H", "H", "H"], "positions_angstrom": [[0.8498, -0.4954, -0.0314], [0.3381, -0.6778, -2.2587], [-0.6820, -0.1911, 0.1530], [1.7514, -0.3683, 1.0761], [-1.1763, 1.1608, 0.8059], [1.2029, -0.7352, -1.2652], [-1.1705, -0.3412, -1.2585], [0.2818, -0.8065, -3.4178], [-2.2546, -0.2869, -1.6753], [-1.1137, -0.9439, 0.8055], [1.1883, -0.6394, 2.0280], [1.8825, 0.8282, 1.1205], [2.6852, -0.9182, 1.0730], [-0.5413, 2.0153, 0.5491], [-1.0527, 1.0917, 1.8445], [-2.1889, 1.3081, 0.4512]], "nbo_charge": [0.485, 0.813, -0.234, -0.702, -0.594, -0.507, 0.253, -0.348, -0.055, 0.286, 0.262, 0.303, 0.296, 0.239, 0.249, 0.253], "charge": 1, "de_lowest_kcal_mol": 113.9, "lumo_energy_ev": -6.7, "orbital_gap_ha": 0.3125}

2.
{"formula": "C5H7N2O3S2", "method": "ωB97M-V/def2-TZVPD", "species": ["C", "C", "C", "C", "C", "N", "N", "O", "O", "O", "S", "S", "H", "H", "H", "H", "H", "H", "H"], "positions_angstrom": [[-0.2849, -0.6585, 0.4932], [0.7309, 1.5133, 0.2279], [1.0211, -1.1546, 1.0753], [-1.6076, 1.0736, -0.1779], [-2.5837, -0.1164, -0.2655], [1.7536, -1.1382, -1.5520], [-0.3268, 0.6124, 0.2259], [0.6134, 2.7000, 0.2788], [3.5755, -0.6831, 0.1739], [1.8581, 0.9030, 0.0000], [-1.6341, -1.6045, 0.1534], [2.2342, -0.6456, -0.2216], [1.2274, -0.7023, 2.0769], [0.8159, -2.2688, 1.2242], [-1.4791, 1.6231, -1.0134], [-1.8332, 1.8255, 0.6543], [-3.5070, -0.1141, 0.2837], [-2.9417, -0.1701, -1.3088], [2.3680, -0.9948, -2.3284]], "nbo_charge": [0.223, 0.898, -0.724, -0.218, -0.555, -1.126, -0.413, -0.456, -0.837, -0.688, 0.571, 2.249, 0.310, 0.298, 0.241, 0.255, 0.272, 0.267, 0.433], "charge": 1, "de_lowest_kcal_mol": 0.0, "lumo_energy_ev": -5.6, "orbital_gap_ha": 0.3329}

3.
{"formula": "C5H7N2O6", "method": "ωB97M-V/def2-TZVPD", "species": ["C", "C", "C", "C", "C", "N", "N", "O", "O", "O", "O", "O", "O", "H", "H", "H", "H", "H", "H", "H"], "positions_angstrom": [[-0.4999, 0.1919, -0.5071], [-0.7342, -0.9169, 1.7204], [-0.9406, 1.3932, 0.2618], [0.0084, -1.6718, 2.8378], [1.8130, -0.3757, -1.3691], [1.1478, 0.7873, -3.8667], [0.3905, 1.5020, -3.5163], [-0.5039, 2.1874, -3.2563], [-1.1799, -0.4876, -1.2151], [-1.9253, -0.7326, 1.8129], [0.0443, -0.6549, 0.7246], [0.9222, 0.5301, -1.1627], [2.9654, -0.0776, -1.6128], [-1.2105, 2.2300, -0.4859], [-0.1732, 1.7562, 0.8706], [-1.8676, 1.2626, 0.7628], [1.0653, -1.5280, 2.6115], [-0.3932, -1.2500, 3.7098], [-0.4303, -2.6783, 3.0063], [1.5019, -1.4673, -1.3267]], "nbo_charge": [0.814, 0.806, -0.699, -0.734, 0.663, -0.090, 0.452, -0.362, -0.726, -0.670, -0.613, -0.616, -0.658, 0.202, 0.209, 0.251, 0.227, 0.218, 0.224, 0.100], "charge": -1, "de_lowest_kcal_mol": 0.0, "lumo_energy_ev": 3.7, "orbital_gap_ha": 0.3325}

4.
{"formula": "C5H7N2OS", "method": "ωB97M-V/def2-TZVPD", "species": ["C", "C", "C", "C", "C", "N", "N", "O", "S", "H", "H", "H", "H", "H", "H", "H"], "positions_angstrom": [[0.7485, -0.4111, 2.1578], [0.3434, -0.1778, 0.8213], [1.4740, 0.5696, 2.8381], [0.6715, 0.8536, -0.0187], [0.4357, 1.3177, -1.3583], [1.6579, 1.8104, 2.4216], [1.6301, 2.1835, 1.2193], [1.8217, 3.3077, 0.7408], [-3.1497, -5.0296, -1.7171], [0.2778, -1.2736, 2.6359], [-0.0804, -0.9238, 0.2174], [1.9843, 0.3502, 3.7916], [-0.6581, 1.2338, -1.4013], [0.8895, 0.6515, -2.0145], [0.7738, 2.4160, -1.6617], [-4.1059, -4.1555, -1.8319]], "nbo_charge": [-0.264, -0.310, 0.009, 0.238, -0.730, -0.302, 0.323, -0.429, -1.071, 0.238, 0.247, 0.202, 0.262, 0.242, 0.273, 0.072], "charge": -1, "de_lowest_kcal_mol": 86.9, "lumo_energy_ev": 1.7, "orbital_gap_ha": 0.1539}

5.
{"formula": "C5H7N3", "method": "ωB97M-V/def2-TZVPD", "species": ["C", "N", "N", "C", "N", "C", "C", "C", "H", "H", "H", "H", "H", "H", "H"], "positions_angstrom": [[-1.7351, 0.7229, -0.0706], [-2.1248, -0.4668, -0.1291], [-1.3917, -1.6951, 0.1046], [-0.1254, -1.7737, -0.0853], [0.5073, -0.6097, -0.5368], [1.8580, -0.2020, -0.1136], [0.6335, 0.4288, 0.4714], [-0.3962, 1.3766, -0.0821], [-2.6264, 1.2808, -0.1979], [0.4062, -2.6486, 0.2303], [2.5652, -0.8073, 0.5311], [2.3874, 0.2971, -1.0431], [0.6590, 0.0308, 1.4582], [-0.1124, 1.6891, -1.0908], [-0.5045, 2.3773, 0.5537]], "nbo_charge": [0.091, -0.272, -0.295, 0.237, -0.441, -0.239, -0.095, -0.465, 0.199, 0.188, 0.217, 0.209, 0.204, 0.251, 0.211], "de_lowest_kcal_mol": 122.7, "lumo_energy_ev": 0.7, "orbital_gap_ha": 0.3585}

6.
{"formula": "C5H7N3", "method": "ωB97M-V/def2-TZVPD", "species": ["C", "C", "C", "C", "N", "N", "N", "C", "H", "H", "H", "H", "H", "H", "H"], "positions_angstrom": [[-0.8199, 1.5965, -1.3568], [-0.1479, 1.6015, -0.1594], [0.3420, 0.3831, 0.5176], [1.3297, 0.4531, 1.5231], [1.7505, -0.7660, 1.8680], [1.0214, -1.6422, 1.1903], [0.2024, -0.9860, 0.3788], [-0.6883, -1.7805, -0.4902], [-1.0453, 0.6919, -1.8624], [-1.1748, 2.4819, -1.7575], [-0.0162, 2.5588, 0.3548], [1.8783, 1.3540, 1.9648], [-0.6193, -2.8149, -0.2090], [-1.6943, -1.3528, -0.4510], [-0.3183, -1.7784, -1.5109]], "nbo_charge": [-0.375, -0.201, 0.031, -0.080, -0.256, -0.066, -0.141, -0.411, 0.186, 0.199, 0.227, 0.219, 0.241, 0.218, 0.209], "de_lowest_kcal_mol": 60.8, "lumo_energy_ev": 0.6, "orbital_gap_ha": 0.3486}

7.
{"formula": "C5H7N3", "method": "ωB97M-V/def2-TZVPD", "species": ["H", "N", "C", "C", "N", "N", "C", "C", "C", "H", "H", "H", "H", "H", "H"], "positions_angstrom": [[0.6105, -0.0370, -2.1817], [0.1080, -0.8813, -1.7378], [-0.2982, -0.6027, -0.5011], [-1.1709, -1.6875, -0.3639], [-1.9599, -2.6527, -0.7302], [-0.2506, 0.4012, 0.4367], [0.6588, 1.3281, 0.7706], [0.3485, 1.5669, 2.0896], [1.8036, 1.6926, -0.1340], [-0.9507, -0.1290, 1.1533], [-0.8008, 1.2418, 2.5746], [1.3818, 2.1348, 2.5256], [1.4457, 1.8217, -1.1344], [2.4468, 0.7742, -0.2079], [2.5335, 2.3391, 0.3221]], "nbo_charge": [0.327, -0.597, 0.281, 0.178, -0.245, -0.580, 0.156, -0.472, -0.662, 0.427, 0.242, 0.216, 0.238, 0.239, 0.253], "de_lowest_kcal_mol": 160.0, "lumo_energy_ev": -0.1, "orbital_gap_ha": 0.3137}

8.
{"formula": "C5H7N3", "method": "ωB97M-V/def2-TZVPD", "species": ["C", "C", "C", "C", "C", "N", "N", "N", "H", "H", "H", "H", "H", "H", "H"], "positions_angstrom": [[-0.1871, -0.0384, 2.4924], [0.6990, -0.4163, 1.3806], [-0.5894, 0.7005, -2.1373], [1.2408, -1.4782, 0.8118], [-1.2822, -0.3293, -1.7709], [0.2327, 1.5525, -2.4077], [0.6422, 0.9605, 1.0170], [-0.3210, 1.1722, 2.0361], [-0.5709, -0.4821, 3.3883], [1.7781, -1.3983, -0.1167], [1.1524, -2.4507, 1.2609], [-1.5479, -1.1004, -2.4733], [-1.6621, -0.4152, -0.7701], [-0.0367, 2.4481, -2.7862], [0.4521, 1.2751, 0.0750]], "nbo_charge": [-0.057, 0.105, 0.423, -0.398, -0.656, -0.652, -0.482, -0.185, 0.206, 0.216, 0.213, 0.247, 0.251, 0.387, 0.380], "de_lowest_kcal_mol": 118.3, "lumo_energy_ev": 0.7, "orbital_gap_ha": 0.3595}

9.
{"formula": "C5H7N3", "method": "ωB97M-V/def2-TZVPD", "species": ["N", "C", "C", "N", "C", "C", "N", "C", "H", "H", "H", "H", "H", "H", "H"], "positions_angstrom": [[-0.0135, -0.1588, -2.2838], [0.7976, 0.2180, -1.1504], [0.9940, -1.0822, 0.0225], [-0.0087, -0.2420, 0.6780], [-0.7045, -0.0123, 1.9258], [-1.3400, 1.1216, 1.5328], [-0.9593, 1.5851, 0.2985], [0.0253, 0.7988, -0.1657], [0.6855, -0.3782, -3.0927], [-0.8259, -0.6007, -1.8841], [1.7449, 0.9269, -1.4435], [0.5438, -1.9234, -0.5185], [1.7401, -1.3161, 0.9544], [-0.5169, -0.6044, 2.9415], [-2.1624, 1.6676, 2.1852]], "nbo_charge": [-0.855, -0.031, -0.239, -0.334, -0.156, -0.063, -0.480, 0.270, 0.408, 0.398, 0.222, 0.189, 0.212, 0.247, 0.210], "de_lowest_kcal_mol": 126.2, "lumo_energy_ev": 0.9, "orbital_gap_ha": 0.3550}

10.
{"formula": "C5H7N3", "method": "ωB97M-V/def2-TZVPD", "species": ["C", "N", "C", "N", "C", "C", "C", "N", "H", "H", "H", "H", "H", "H", "H"], "positions_angstrom": [[-1.5154, -0.0074, -0.3942], [-1.8678, -0.5641, 0.8229], [-0.8821, -1.4717, 1.3578], [0.4741, -1.3238, 1.1324], [1.0783, 0.0727, 0.7943], [0.9878, -0.0375, -0.7774], [0.5669, 1.2492, -1.2940], [-0.3967, 0.1429, -1.2768], [-2.4484, 0.6186, -0.6699], [-1.2018, -2.4329, 1.9578], [0.5622, 1.0602, 1.1606], [2.0926, -0.0634, 1.5034], [1.4450, -0.6276, -1.4355], [0.3741, 2.1357, -0.5429], [0.7312, 1.2491, -2.3386]], "nbo_charge": [0.309, -0.526, 0.223, -0.481, -0.287, -0.080, -0.237, -0.440, 0.190, 0.204, 0.204, 0.252, 0.220, 0.223, 0.226], "de_lowest_kcal_mol": 145.8, "lumo_energy_ev": 0.2, "orbital_gap_ha": 0.3283}

11.
{"formula": "C5H7N3", "method": "ωB97M-V/def2-TZVPD", "species": ["C", "C", "C", "N", "C", "C", "N", "N", "H", "H", "H", "H", "H", "H", "H"], "positions_angstrom": [[0.0392, -0.2203, -2.2546], [0.3032, -0.4797, -1.0041], [1.2289, -1.2643, -0.3314], [1.5252, -1.2639, 0.9195], [0.9728, -0.4217, 1.8082], [-0.1385, 0.2684, 1.4520], [-0.5024, 0.5416, 0.2205], [-1.6368, 1.2810, -0.0720], [-0.7920, 0.5629, -2.4809], [0.4350, -0.8335, -2.9841], [1.5373, -2.1577, -0.8370], [1.4731, -0.3179, 2.8553], [-0.6434, 0.8579, 2.2725], [-1.3862, 2.2726, -0.0847], [-2.4155, 1.1748, 0.5209]], "nbo_charge": [-0.494, 0.177, -0.068, -0.354, -0.168, 0.022, -0.240, -0.644, 0.237, 0.221, 0.194, 0.206, 0.196, 0.357, 0.359], "de_lowest_kcal_mol": 113.3, "lumo_energy_ev": 0.6, "orbital_gap_ha": 0.2867}

12.
{"formula": "C5H7N3", "method": "ωB97M-V/def2-TZVPD", "species": ["C", "N", "N", "C", "C", "C", "N", "C", "H", "H", "H", "H", "H", "H", "H"], "positions_angstrom": [[-2.3799, -0.6248, 0.3807], [-2.1002, 0.9372, 0.4369], [-1.0403, 1.4229, 0.1352], [0.1421, 0.8246, -0.0747], [0.4548, -0.5970, 0.0874], [1.8509, -0.7666, 0.0999], [2.3017, 0.4397, -0.3267], [1.3169, 1.4936, -0.4127], [-3.5157, -1.0186, 0.2990], [-2.0881, -1.0390, 1.4820], [-1.7748, -1.2482, -0.3275], [-0.1854, -1.3542, 0.2268], [2.3956, -1.7593, -0.3598], [3.2574, 0.6884, -1.0036], [1.3649, 2.6014, -0.6429]], "nbo_charge": [-0.559, -0.095, -0.146, -0.029, -0.284, -0.068, -0.526, -0.038, 0.227, 0.212, 0.192, 0.207, 0.229, 0.429, 0.249], "de_lowest_kcal_mol": 132.3, "lumo_energy_ev": 0.6, "orbital_gap_ha": 0.3209}

13.
{"formula": "C5H7N3", "method": "ωB97M-V/def2-TZVPD", "species": ["C", "C", "C", "C", "C", "N", "N", "N", "H", "H", "H", "H", "H", "H", "H"], "positions_angstrom": [[0.7634, 0.1684, 2.1039], [0.7239, 0.8693, 0.9033], [0.4043, -1.2057, 1.8150], [0.5303, -0.0760, -0.1175], [0.3480, 0.4331, -1.4629], [0.2066, -1.2972, 0.5145], [-1.1789, 0.4211, -1.2586], [-1.9398, -0.5085, -1.6522], [0.6390, 0.5659, 3.0342], [1.1169, 1.8455, 0.7466], [0.3596, -2.1615, 2.3053], [0.7107, 1.4785, -1.6492], [0.6098, -0.3147, -2.3069], [-1.6561, 0.9034, -0.5332], [-1.6378, -1.1216, -2.4422]], "nbo_charge": [-0.161, -0.387, 0.035, 0.285, -0.296, -0.488, -0.347, -0.452, 0.202, 0.217, 0.218, 0.233, 0.236, 0.391, 0.314], "de_lowest_kcal_mol": 27.3, "multiplicity": 3, "lumo_energy_ev": [1.0, -1.9], "orbital_gap_ha": [0.2770, 0.2709]}

14.
{"formula": "C5H7N3", "method": "ωB97M-V/def2-TZVPD", "species": ["H", "N", "C", "C", "N", "C", "C", "N", "C", "H", "H", "H", "H", "H", "H"], "positions_angstrom": [[-2.5799, 0.5084, 2.8246], [-1.9192, 0.0964, 2.1541], [-1.3293, 0.5553, 1.1603], [-0.2013, -0.1519, 0.4428], [0.3319, -1.3082, 0.9172], [1.3297, -1.6992, 0.0299], [1.3051, -0.8600, -1.0440], [0.4111, 0.1581, -0.7416], [0.2660, 1.3177, -1.4183], [-1.4626, 1.5552, 0.5958], [-0.0431, -1.6330, 1.7945], [1.8678, -2.5145, 0.2849], [2.0301, -1.0420, -1.8779], [-0.1065, 2.2398, -0.7869], [0.5774, 1.3150, -2.4838]], "nbo_charge": [0.455, -0.456, 0.061, 0.476, -0.384, 0.070, -0.071, -0.352, 0.321, 0.172, 0.504, 0.281, 0.331, 0.299, 0.294], "charge": 2, "de_lowest_kcal_mol": 19.9, "lumo_energy_ev": -12.6, "orbital_gap_ha": 0.2399}

15.
{"formula": "C5H7N3O", "method": "ωB97M-V/def2-TZVPD", "species": ["H", "N", "C", "C", "C", "N", "N", "C", "C", "O", "H", "H", "H", "H", "H", "H"], "positions_angstrom": [[-2.4272, -1.9916, 0.0066], [-2.7328, -1.0797, -0.1012], [-1.7454, -0.3504, 0.1378], [-1.6636, 1.1330, 0.2815], [-0.5033, 1.7532, -0.0969], [0.7923, 1.1907, 0.0150], [0.9016, -0.1922, -0.3385], [2.2002, -0.8236, 0.2360], [-0.3920, -0.9606, -0.0070], [-0.2079, -2.1063, -0.1219], [-2.4191, 1.8070, 0.0264], [-0.3159, 2.8244, -0.2152], [1.2562, 1.6509, -1.0114], [2.9750, -1.0224, -0.5821], [2.4029, 0.0074, 1.1581], [1.8790, -1.8398, 0.6128]], "nbo_charge": [0.351, -0.547, 0.155, -0.351, 0.054, -0.428, -0.326, -0.448, 0.610, -0.551, 0.229, 0.214, 0.355, 0.221, 0.223, 0.237], "de_lowest_kcal_mol": 103.9, "lumo_energy_ev": 0.0, "orbital_gap_ha": 0.3247}